Entry 1:
C36H68Cl6GeN3O4PSSi6Tc as an isolated structure. Source: the Open Molecules 2025 dataset; level of theory: ωB97M-V/def2-TZVPD.

The value obtained for the energy above the lowest of the compared OMol25 structures with the same formula, charge and spin is 54.7 kcal per mole. As for the expectation value of S²: 0.76. As for the LUMO energy (spin up / spin down): 3.575 / 3.558 eV. The HOMO energy (spin up / spin down) is -2.3617 / -2.1718 eV. As for the total energy: -9273.60037 a.u. The multiplicity is 2. Its total charge is -2.

Positions of all 127 atoms, in Å:
Tc 0.1153 0.7089 0.7038
C 6.7934 2.4237 -5.0699
C 5.5252 1.6546 -4.8125
C 5.5616 0.3457 -4.3530
C 4.3895 -0.3469 -4.0712
C 3.1753 0.2802 -4.2595
C 3.1113 1.5867 -4.7259
C 4.2834 2.2647 -4.9996
S 1.6705 -0.5675 -3.8772
O 2.0096 -1.9161 -3.5261
O 0.7724 -0.3573 -4.9770
O 1.2478 0.2496 -2.6490
H 7.6656 1.7708 -5.0253
H 6.9275 3.2106 -4.3244
H 6.7768 2.9020 -6.0514
H 6.5194 -0.1367 -4.1913
H 4.4077 -1.3547 -3.6788
H 2.1470 2.0654 -4.8452
H 4.2385 3.2919 -5.3455
C -2.0773 -1.7966 4.5920
Ge -2.1634 -0.3046 3.2574
C -0.9215 0.9079 4.1710
C -4.0215 0.2911 3.4284
C -1.4817 -0.8580 1.4760
H -1.9777 -1.3165 5.5704
H -1.2018 -2.4379 4.4489
H -2.9700 -2.4210 4.6191
H -1.4086 1.3037 5.0657
H -0.5709 1.7326 3.5549
H -0.0532 0.3252 4.4828
H -4.2308 1.1991 2.8760
H -4.2327 0.4276 4.4938
H -4.6850 -0.4719 3.0264
H -0.7369 -1.6144 1.7779
C 2.7961 3.9092 3.3666
Si 2.0701 4.4840 1.6991
C 1.8435 6.3515 2.0380
C 3.5165 4.5319 0.4748
Si 0.1513 3.2620 1.0073
Si -0.3543 4.4996 -0.9545
C -0.2712 6.4023 -0.9990
C 0.9294 4.1128 -2.2948
C -2.1444 4.1712 -1.4464
Si -1.2215 4.3216 2.6710
C -1.6791 6.0960 2.1901
C -2.9381 3.6386 3.0274
C -0.4398 4.5124 4.3958
H 3.8739 3.7625 3.2600
H 2.3727 2.9718 3.7184
H 2.6221 4.6698 4.1324
H 2.8165 6.6618 2.4400
H 1.0831 6.6120 2.7700
H 1.6621 6.9343 1.1373
H 4.1036 5.4279 0.7111
H 3.2060 4.5915 -0.5735
H 4.1661 3.6630 0.5785
H 0.6797 6.8127 -0.6644
H -1.0785 6.9072 -0.4785
H -0.3649 6.6354 -2.0683
H 1.6181 4.9634 -2.3520
H 0.4472 3.9963 -3.2678
H 1.5199 3.2140 -2.1065
H -2.7926 4.7481 -0.7775
H -2.4409 3.1241 -1.3603
H -2.3302 4.5040 -2.4738
H -2.4276 6.0706 1.3937
H -0.8589 6.7244 1.8665
H -2.1450 6.5606 3.0688
H -3.5858 3.6847 2.1492
H -3.3551 4.3008 3.7983
H -2.9594 2.6274 3.4110
H 0.3512 5.2589 4.4264
H -1.2389 4.8395 5.0718
H -0.0273 3.5806 4.7889
Cl -3.8580 0.6521 0.2702
Si -0.1868 0.5065 -1.6461
Cl -1.0897 -1.3267 -2.3178
Cl -1.1776 1.7487 -3.0359
C -4.8933 -4.0580 0.0392
N -4.0968 -4.2565 1.2450
C -2.9702 -5.1144 0.8935
N -2.1455 -4.6055 -0.1913
C -2.9910 -4.3413 -1.3571
N -4.1361 -3.4841 -1.0615
C -3.8039 -2.0852 -0.8058
P -2.6047 -1.9594 0.6251
C -3.6435 -2.9701 1.7963
C -1.4582 -3.3785 0.2172
H -5.7371 -3.4037 0.2654
H -5.2771 -5.0338 -0.2730
H -3.3745 -6.0853 0.5927
H -2.3419 -5.2556 1.7765
H -3.3705 -5.2985 -1.7265
H -2.3874 -3.8776 -2.1368
H -4.6875 -1.5432 -0.4807
H -3.4154 -1.5849 -1.6815
H -4.5145 -2.3975 2.1149
H -3.0388 -3.1737 2.6751
H -0.8711 -3.5904 1.1161
H -0.7664 -3.0642 -0.5584
C 5.0309 -3.7371 6.4916
C 4.0912 -3.0816 5.5165
C 3.6651 -1.7797 5.6956
C 2.8119 -1.1443 4.7939
C 2.4054 0.2659 5.1201
C 2.3779 -1.8608 3.6706
C 1.5162 -1.2986 2.6187
O 1.0822 -0.1415 2.5540
C 2.7921 -3.2001 3.4770
C 2.3595 -4.0242 2.2891
C 3.6416 -3.7812 4.4016
H 5.2204 -3.0953 7.3516
H 5.9889 -3.9569 6.0157
H 4.6223 -4.6826 6.8535
H 4.0072 -1.2206 6.5609
H 3.2877 0.8474 5.3898
H 1.7312 0.2624 5.9820
H 1.9116 0.7634 4.2981
H 1.2621 -1.9997 1.8169
H 1.2757 -4.1478 2.2476
H 2.8002 -5.0187 2.3535
H 2.6744 -3.5700 1.3480
H 3.9679 -4.8049 4.2475
Cl 2.9664 -1.2286 -0.2291
Si 2.3696 0.8591 0.1071
Cl 3.7923 1.2005 1.7098
Cl 3.4885 1.8020 -1.3893

Entry 2:
A 2-piece molecular cluster, C4H6ClN overall. Source: the Open Molecules 2025 dataset; level of theory: ωB97M-V/def2-TZVPD.

The value obtained for the energy above the lowest of the compared OMol25 structures with the same formula, charge and spin is 39.7 kcal per mole. As for the LUMO energy: 0.896 eV. The HOMO energy is -9.2183 eV. As for the total energy: -670.88534 a.u. The multiplicity is 1.

Positions of all 12 atoms, in Å:
C -0.1460 2.5392 -0.8049
C -1.1135 -0.1706 0.2831
C 0.0860 -0.6078 0.7428
C 0.9164 -1.5367 -0.0563
N 0.4262 2.9487 0.0568
Cl -2.0664 0.8903 1.2512
H -0.4931 2.2001 -1.7472
H -1.4351 -0.3775 -0.7098
H 0.5054 -0.3474 1.6933
H 1.9212 -1.4104 -0.2542
H 0.3256 -1.6524 -0.9220
H 1.0733 -2.4755 0.4673

Entry 3:
C6H10N2 as an isolated structure. Source: the Open Molecules 2025 dataset; level of theory: ωB97M-V/def2-TZVPD.

The value obtained for the energy above the lowest of the compared OMol25 structures with the same formula, charge and spin is 112.1 kcal per mole. As for the LUMO energy: 1.052 eV. The HOMO energy is -8.3851 eV. As for the total energy: -343.95807 a.u. The multiplicity is 1.

Positions of all 18 atoms, in Å:
C -1.5798 -0.3392 -1.4626
C -0.3520 -0.0128 -0.6149
C 1.4719 0.1693 0.2875
C 0.9231 1.4229 0.6423
C -0.2253 1.3364 0.0236
C 0.1436 -0.9449 0.6163
H -1.4428 -1.2667 -1.9922
H -1.8821 0.4996 -2.1084
H -2.3722 -0.2555 -0.5856
H 1.4440 0.2628 -2.0360
H 2.4153 -0.2760 0.4916
H 1.4721 2.1299 1.1026
H -1.1467 1.9145 -0.1694
H 0.4579 -2.0350 0.4442
H -0.5664 -1.4449 2.5781
H -1.3208 -0.0686 1.9646
N 1.0260 -0.2206 -1.1255
N -0.9328 -1.1009 1.6051

Entry 4:
H6KO3 as an isolated structure. Source: the Open Molecules 2025 dataset; level of theory: ωB97M-V/def2-TZVPD.

The value obtained for the energy above the lowest of the compared OMol25 structures with the same formula, charge and spin is 30.7 kcal per mole. As for the LUMO energy: -4.354 eV. The HOMO energy is -14.4536 eV. As for the total energy: -829.04528 a.u. The multiplicity is 1. Its total charge is +1.

Positions of all 10 atoms, in Å:
K 1.3254 1.8885 -0.2939
O 3.6370 -0.7948 -3.2381
H 3.9600 -1.4010 -2.5714
H 4.0886 -1.0573 -4.0402
O -2.3328 -0.5657 -0.6673
H -2.8122 -1.3935 -0.6353
H -2.5472 -0.1320 0.1586
O -1.9175 1.2211 3.4063
H -1.0735 1.5012 3.7606
H -2.3278 0.7336 4.1207

Max |F| list, top to bottom, in eV/A: 1.15, 4.63, 5.71, 0.49